# 1
A single C19H28N2O4S molecule. Source: the Open Molecules 2025 dataset; level of theory: ωB97M-V/def2-TZVPD.

```
! wB97M-V def2-TZVPD RIJCOSX def2/J DEFGRID3
* xyz 0 1
C 8.153 2.857 0.005
O 7.697 1.554 -0.244
C 6.662 1.156 0.625
C 6.323 -0.306 0.335
C 5.073 -0.726 1.091
O 5.151 -1.336 2.141
N 3.876 -0.350 0.579
C 3.615 0.250 -0.707
C 2.952 -0.771 -1.637
C 1.659 -1.300 -1.008
O 0.753 -0.207 -0.969
C -0.574 -0.417 -0.788
C -1.351 0.742 -0.697
C -2.716 0.668 -0.537
C -3.350 -0.571 -0.456
C -4.816 -0.731 -0.256
O -5.297 -1.682 0.330
N -5.582 0.245 -0.806
C -7.014 0.278 -0.639
C -7.426 1.322 0.398
S -9.229 1.382 0.627
C -9.470 -0.123 1.612
C -2.571 -1.721 -0.523
C -1.202 -1.656 -0.694
C 1.947 -1.843 0.398
C 2.660 -0.784 1.238
H 7.348 3.592 -0.123
H 8.555 2.951 1.022
H 8.943 3.054 -0.717
H 5.779 1.801 0.475
H 6.977 1.263 1.674
H 6.226 -0.449 -0.740
H 7.144 -0.931 0.688
H 4.528 0.631 -1.159
H 2.924 1.088 -0.560
H 2.722 -0.300 -2.593
H 3.628 -1.610 -1.809
H 1.251 -2.096 -1.647
H -0.850 1.696 -0.755
H -3.280 1.585 -0.441
H -5.145 1.015 -1.286
H -7.305 -0.720 -0.304
H -7.498 0.496 -1.595
H -6.965 1.112 1.363
H -7.142 2.323 0.072
H -8.853 -0.070 2.504
H -10.520 -0.148 1.886
H -9.220 -1.000 1.023
H -3.063 -2.678 -0.437
H -0.640 -2.575 -0.750
H 1.018 -2.127 0.893
H 2.580 -2.727 0.311
H 2.934 -1.189 2.213
H 2.004 0.083 1.373
*
```

# 2
A single C19H28N2O4S2 molecule. Source: the Open Molecules 2025 dataset; level of theory: ωB97M-V/def2-TZVPD.

```
! wB97M-V def2-TZVPD RIJCOSX def2/J DEFGRID3
* xyz 0 1
O 0.647 -2.675 -3.919
S -0.179 -3.218 -2.885
O 0.267 -4.352 -2.138
N -1.629 -3.624 -3.596
C -2.634 -4.144 -2.729
C -4.057 -4.213 -3.176
C -3.662 -3.251 -2.090
C -0.615 -1.907 -1.737
C -0.697 -0.610 -2.205
C -1.093 0.394 -1.337
C -1.395 0.074 -0.026
S -1.885 1.390 1.107
O -2.022 2.588 0.332
O -3.005 0.892 1.851
N -0.644 1.602 2.153
C -0.497 0.773 3.319
C 0.797 -0.033 3.239
C 1.972 0.919 3.024
C 1.806 1.805 1.774
C 1.920 0.953 0.502
C 1.968 1.787 -0.776
C 3.118 2.787 -0.726
C 2.970 3.687 0.495
C 2.932 2.851 1.771
C 0.439 2.509 1.878
C -1.335 -1.230 0.434
C -0.936 -2.234 -0.433
H -1.947 -2.921 -4.246
H -2.220 -4.958 -2.150
H -4.301 -3.809 -4.146
H -4.634 -5.085 -2.912
H -3.972 -3.458 -1.078
H -3.644 -2.198 -2.329
H -0.434 -0.406 -3.232
H -1.183 1.421 -1.652
H -1.382 0.140 3.381
H -0.472 1.416 4.209
H 0.741 -0.751 2.419
H 0.938 -0.590 4.167
H 2.899 0.348 2.944
H 2.058 1.568 3.900
H 1.083 0.257 0.443
H 2.838 0.362 0.566
H 1.027 2.325 -0.906
H 2.088 1.119 -1.632
H 3.130 3.389 -1.636
H 4.066 2.248 -0.668
H 2.057 4.277 0.408
H 3.810 4.383 0.548
H 2.823 3.508 2.637
H 3.886 2.327 1.873
H 0.173 3.030 0.961
H 0.486 3.247 2.690
H -1.613 -1.444 1.454
H -0.854 -3.263 -0.120
*
```

Total energy readings, ordered: -1549.47974; -1947.61672 hartree
ΔE to the lowest compared entry with this formula, charge and spin readings, ordered: 114.24; 0.00 kJ/mol
LUMO level readings, ordered: 0.02166; 0.00161 hartree